No. 1
7
Properties=species:S:1:pos:R:3 method="wB97M-V/def2-TZVPD" de_lowest_kj_mol=132.8 smiles="NSC=O" gap_ev=10.1 homo_energy_ha=-0.3555 charge=0
S -0.105 -0.512 1.014
O 2.396 0.294 0.786
N -1.161 -0.266 -0.437
C 1.338 0.283 0.246
H -1.680 -1.045 -0.431
H -1.835 0.501 -0.391
H 1.047 0.745 -0.787

No. 2
18
Properties=species:S:1:pos:R:3 method="wB97M-V/def2-TZVPD" de_lowest_kj_mol=175.4 gap_ev=9.5 homo_energy_ha=-0.6356 charge=+2
O -0.595 -3.387 0.319
O -1.340 1.603 -0.319
N -2.281 -1.377 0.794
N 1.406 2.538 -0.175
C -0.425 0.860 -0.223
C -0.091 -2.190 0.057
C 1.046 1.049 -0.033
C -0.946 -1.172 0.271
H 1.348 3.089 0.670
H -3.101 -1.204 0.132
H 1.665 0.601 -0.792
H 2.207 2.762 -0.717
H -2.547 -0.834 1.618
H 0.461 2.996 -0.513
H 0.987 -2.034 -0.320
H -0.065 -4.083 0.132
H -2.478 -2.501 0.956
H 1.345 0.789 0.937